(1)
Below is a molecular structure, C32H46Cl2OP4Ti, with properties calculated with the ωB97M-V functional and the def2-TZVPD basis.

Output
gap between HOMO and LUMO = 7.68 eV
HOMO = -13.6 eV
charge = +2
energy above the lowest of the compared OMol25 structures with the same formula, charge and spin = 0.0000 eV

Atoms and positions in Å:
P1 1.21091 1.03006 -1.98431
C1 2.92873 1.17933 -2.57859
C2 3.30973 0.53180 -3.77355
H1 2.65156 -0.20355 -4.23027
C3 4.51487 0.85381 -4.40382
H2 4.76622 0.37329 -5.35071
C4 5.37863 1.78458 -3.82767
H3 6.32140 2.03273 -4.32358
C5 5.03555 2.39553 -2.61602
H4 5.71641 3.12023 -2.16775
C6 3.82221 2.09317 -1.98555
H5 3.56003 2.58428 -1.04849
C7 0.50477 -0.33073 -2.94400
C8 0.84002 -1.64587 -2.57307
H6 1.39311 -1.82270 -1.64733
C9 0.49343 -2.71164 -3.40783
H7 0.76182 -3.72855 -3.11664
C10 -0.18602 -2.47022 -4.60484
H8 -0.45347 -3.30462 -5.25496
C11 -0.52957 -1.16739 -4.97489
H9 -1.05944 -0.97410 -5.91028
C12 -0.19260 -0.09572 -4.14514
H10 -0.45074 0.92411 -4.43590
C13 0.43222 2.53642 -2.62320
C14 1.01955 3.23518 -3.69647
H11 2.03402 2.99591 -4.01259
C15 0.30023 4.22057 -4.37389
H12 0.75012 4.71376 -5.23186
C16 -0.98936 4.55183 -3.94149
H13 -1.55593 5.31239 -4.48176
C17 -1.54226 3.92314 -2.82333
H14 -2.54497 4.19899 -2.48038
C18 -0.83105 2.92838 -2.14488
H15 -1.24844 2.45113 -1.25454
Ti1 0.32138 -0.30790 2.99717
C19 -1.65046 -0.87910 2.58524
C20 -1.93326 -1.23279 1.32389
H16 -2.33518 -1.10265 3.41590
C21 -1.03301 -0.79527 0.16528
O1 -1.90228 -0.12852 -0.77770
H17 -1.42134 -0.04559 -1.62507
C22 0.15185 0.06938 0.52164
H18 -0.62381 -1.72312 -0.29152
C23 0.98983 0.76814 -0.27251
Cl1 -0.13857 -0.94094 5.15540
Cl2 2.34426 0.76292 2.90602
P2 1.59010 -2.54217 2.95638
C24 2.47075 -2.89964 4.51217
H19 1.75347 -3.16688 5.29690
H20 3.01386 -2.00095 4.83001
H21 3.18120 -3.72165 4.35032
C25 0.50078 -3.97275 2.72752
H22 -0.10764 -3.82451 1.82370
H23 -0.17487 -4.05527 3.59093
H24 1.09932 -4.89019 2.62809
C26 2.88355 -2.69552 1.69916
H25 3.60067 -1.87181 1.82010
H26 2.43312 -2.62009 0.69936
H27 3.39572 -3.66352 1.80896
P3 -3.57263 -2.01203 1.09999
C27 -4.13589 -2.83882 2.60439
C28 -3.54168 -3.23125 -0.20449
H28 -4.14003 -2.16265 3.46757
H29 -3.50961 -3.70978 2.83443
H30 -5.16609 -3.18842 2.43859
H31 -3.08174 -2.79789 -1.09991
H32 -4.58177 -3.51741 -0.41816
H33 -2.98272 -4.11910 0.11991
C29 -4.77168 -0.73784 0.71681
H34 -5.10916 -0.24555 1.63647
H35 -5.63124 -1.20268 0.21846
H36 -4.29623 -0.01078 0.04974
H37 1.81414 1.29179 0.24595
C30 -2.44825 2.16747 3.46692
P4 -0.65889 1.93202 3.59743
C31 0.03876 3.31675 2.66032
C32 -0.28647 2.35015 5.33048
H38 -2.79690 1.75537 2.51162
H39 -2.66881 3.24137 3.51914
H40 -2.94418 1.63328 4.28748
H41 -0.54977 4.21455 2.88997
H42 1.08938 3.45694 2.94023
H43 -0.01239 3.09219 1.58828
H44 -0.53520 3.40492 5.50247
H45 -0.87106 1.70397 5.99548
H46 0.77899 2.17827 5.52267

(2)
Below is a molecular structure, C32H46Cl2OP4Zr, with properties calculated with the ωB97M-V functional and the def2-TZVPD basis.

Output
gap between HOMO and LUMO = 6.92 eV
HOMO = -12.7 eV
charge = +2

Atoms and positions in Å:
P1 -1.46300 -0.87769 -2.23186
C1 -3.21933 -0.98099 -2.85447
C2 -3.66167 -0.25624 -3.97796
H1 -3.01131 0.47747 -4.45927
C3 -4.93180 -0.45339 -4.52768
H2 -5.24482 0.14377 -5.38030
C4 -5.79899 -1.40055 -3.99489
H3 -6.79568 -1.54115 -4.41823
C5 -5.35393 -2.16345 -2.91539
H4 -6.01750 -2.91633 -2.50473
C6 -4.08700 -1.97281 -2.36026
H5 -3.76118 -2.61074 -1.53317
C7 -0.87798 0.56826 -3.15272
C8 -1.20930 1.81652 -2.61084
H6 -1.72968 1.86431 -1.64755
C9 -0.88097 2.96826 -3.31799
H7 -1.12405 3.93425 -2.88785
C10 -0.23964 2.86625 -4.55676
H8 0.03002 3.76976 -5.09846
C11 0.04834 1.62152 -5.10952
H9 0.53524 1.52817 -6.07849
C12 -0.28894 0.45659 -4.41921
H10 -0.09387 -0.52546 -4.85610
C13 -0.76725 -2.27147 -3.21836
C14 -1.40008 -2.82649 -4.35134
H11 -2.41770 -2.53996 -4.62912
C15 -0.72994 -3.74869 -5.15660
H12 -1.23505 -4.16961 -6.02257
C16 0.57899 -4.12371 -4.86015
H13 1.10118 -4.84085 -5.49224
C17 1.20767 -3.56454 -3.74783
H14 2.23011 -3.83598 -3.51549
C18 0.54645 -2.65782 -2.92225
H15 1.04435 -2.23195 -2.04650
Zr1 -0.19473 -0.05731 3.45688
C19 1.70731 0.96796 2.87025
C20 2.02207 1.15082 1.57855
H16 2.38218 1.33534 3.65445
C21 1.11415 0.69515 0.38433
O1 2.02736 -0.07620 -0.41847
H17 1.52316 -0.46060 -1.15247
C22 -0.15379 -0.09385 0.42163
H18 0.85245 1.63277 -0.11802
C23 -1.01480 -0.60681 -0.47961
Cl1 -2.24183 -1.28752 3.54737
P2 1.24174 -2.30409 3.62060
P3 -1.45558 2.26710 3.61616
C24 0.69972 -3.37037 5.01847
H19 -0.36365 -3.61377 4.87952
H20 0.81508 -2.80864 5.95738
H21 1.30100 -4.29258 5.05263
C25 1.19622 -3.45148 2.19453
H22 1.60370 -2.93548 1.31801
H23 0.15111 -3.71195 1.99793
H24 1.77972 -4.35598 2.40462
C26 3.04890 -2.16075 3.94930
H25 3.19228 -1.57316 4.86297
H26 3.52054 -1.63842 3.10919
H27 3.49234 -3.15739 4.06966
C27 -2.23539 2.54084 5.26944
H28 -1.43981 2.62571 6.02785
H29 -2.85758 1.66427 5.50824
H30 -2.85334 3.45360 5.25298
C28 -0.52464 3.82463 3.39139
H31 -0.03944 3.80359 2.41141
H32 0.24671 3.89080 4.16439
H33 -1.19892 4.68570 3.45957
C29 -2.87231 2.44531 2.47576
H34 -3.53982 1.59176 2.61871
H35 -2.49353 2.42931 1.44950
H36 -3.40011 3.38489 2.67205
P4 3.66586 1.92137 1.27024
C30 4.42154 2.70311 2.71287
C31 3.43681 3.17744 0.00785
H37 4.62113 1.96899 3.50826
H38 3.78813 3.50811 3.11514
H39 5.38906 3.15272 2.43203
H40 2.93046 2.72895 -0.84774
H41 4.40606 3.56787 -0.30618
H42 2.83753 3.99557 0.41617
C32 4.82813 0.68535 0.67353
H43 5.13147 0.02804 1.49259
H44 5.71369 1.17015 0.26081
H45 4.32742 0.10439 -0.10148
H46 -1.89527 -1.03884 0.04355
Cl2 0.37786 0.38837 5.68140

(3)
Below is 5 unconnected molecules or ions with the total composition C32H47BBrF8N2O18SSi, with properties calculated with the ωB97M-V functional and the def2-TZVPD basis.

Output
gap between HOMO and LUMO = 6.39 eV
HOMO = -11.6 eV
charge = +1

Atoms and positions in Å:
C1 1.53245 -4.67809 -1.54482
C2 1.17203 -4.09455 -2.76213
C3 0.06421 -3.07375 -3.01067
N1 -1.09779 -3.06259 -2.10307
C4 -1.89616 -4.01202 -1.77860
C5 -1.58934 -5.44218 -2.09963
C6 -2.65726 -6.11121 -2.99400
N2 -2.64267 -7.35055 -3.00256
C7 -3.18528 -3.44137 -1.15437
Br1 -3.09354 -3.20188 0.83082
C8 -4.52953 -4.20504 -1.31171
F1 -5.57326 -3.30041 -1.17522
C9 -4.88984 -5.33873 -0.33272
C10 -3.83753 -6.41543 0.01817
C11 -3.15112 -1.88538 -1.67419
C12 -3.52885 -1.61922 -3.13714
C13 -4.95139 -1.94172 -3.58289
O1 -5.89224 -0.96334 -3.18655
Si1 -7.37948 -1.00497 -4.00194
C14 -7.26439 -0.99833 -5.88299
C15 -8.54111 -2.37348 -3.38003
C16 -8.25040 0.62126 -3.53044
O2 -3.80645 -1.19185 -0.68154
B1 -4.23166 0.10565 -0.98394
O3 -5.42136 0.52537 -0.39870
O4 -3.57094 0.99120 -1.78783
C17 -1.54622 -1.70504 -1.70622
S1 -0.67348 -0.65927 -0.48659
O5 -1.31493 -0.46366 0.77615
O6 -0.63359 0.61860 -1.11680
C18 1.08512 -1.05618 -0.06049
F2 1.66191 0.13176 0.06887
F3 1.79351 -1.66803 -1.01319
C19 1.37399 -1.76374 1.32528
F4 2.59668 -2.28826 1.20468
F5 1.47174 -0.88501 2.29609
C20 0.43578 -2.92553 1.76297
F6 -0.48282 -2.54628 2.59611
F7 -0.07127 -3.60524 0.74231
F8 1.18314 -3.78376 2.44691
H1 1.26091 -5.70719 -1.29854
H2 2.14837 -4.09670 -0.84873
H3 1.77294 -4.36635 -3.64136
H4 0.52037 -2.07340 -3.09287
H5 -0.32458 -3.27070 -4.01966
H6 -0.65894 -5.55271 -2.66432
H7 -1.45798 -6.02957 -1.18528
H8 -3.34415 -5.52129 -3.61313
H9 -3.36906 -7.70735 -3.62787
H10 -4.66143 -4.59812 -2.32827
H11 -5.72575 -5.87417 -0.80613
H12 -5.31113 -4.97556 0.60676
H13 -2.88363 -5.98568 0.33435
H14 -3.73878 -7.17004 -0.76183
H15 -4.21043 -6.94961 0.90078
H16 -3.31781 -0.58903 -3.45252
H17 -2.87229 -2.22887 -3.78194
H18 -5.28591 -2.96663 -3.36510
H19 -4.91321 -1.92216 -4.69117
H20 -8.26229 -0.81149 -6.29512
H21 -6.62787 -0.15712 -6.18772
H22 -6.89796 -1.95531 -6.27458
H23 -9.55739 -2.00282 -3.57241
H24 -8.43757 -3.31232 -3.93560
H25 -8.44346 -2.49088 -2.29481
H26 -8.56370 1.16695 -4.42500
H27 -7.51238 1.26278 -3.02078
H28 -9.05672 0.44911 -2.81213
H29 -6.12143 0.13516 -0.94986
H30 -3.70671 1.86930 -1.39799
H31 -1.37288 -1.15222 -2.63541
C21 0.61725 2.40960 3.29017
C22 1.75153 2.83951 2.39399
O7 2.41123 3.83355 3.18018
C23 2.11306 3.58880 4.48737
O8 2.63745 4.12756 5.40442
O9 1.14428 2.64379 4.59750
H32 0.35451 1.36189 3.15979
H33 -0.27815 3.01919 3.15556
H34 2.45329 2.02719 2.18868
H35 1.40902 3.25609 1.44925
C24 5.00836 0.94533 2.90755
C25 4.55624 1.23652 4.31875
O10 5.53186 0.55996 5.10678
C26 6.65868 0.43362 4.35232
O11 7.70613 0.06698 4.76225
O12 6.41594 0.78876 3.05609
H36 4.77976 1.75500 2.21535
H37 4.58812 0.01434 2.51608
H38 4.58615 2.30298 4.55601
H39 3.55736 0.85518 4.52765
C27 6.37885 5.95341 3.47535
C28 5.47723 4.93225 2.83165
O13 5.25947 5.47651 1.52982
C29 6.30072 6.30317 1.24876
O14 6.50936 6.78474 0.18498
O15 7.07634 6.50515 2.35068
H40 7.07497 5.51362 4.18630
H41 5.82233 6.75053 3.97212
H42 5.96008 3.95562 2.72953
H43 4.53820 4.80925 3.36285
C30 8.54412 9.05472 3.30146
C31 9.68013 9.48755 2.40965
O16 10.33419 10.48296 3.19912
C32 10.03565 10.24026 4.50405
O17 10.55190 10.78188 5.42438
O18 9.06515 9.29219 4.61135
H44 8.28396 8.00967 3.17001
H45 7.64798 9.66500 3.16230
H46 10.38451 8.67810 2.20622
H47 9.33889 9.90386 1.46455

(4)
Below is a molecular structure, C32H47Cl3DyN3O3SSi, with properties calculated with the ωB97M-V functional and the def2-TZVPD basis.

Output
gap between HOMO and LUMO (alpha / beta) = 3.26 / 3.26 eV
HOMO (alpha / beta) = -3.5 / -3.5 eV
2S+1 = 6
<S²> = 9.332

Atoms and positions in Å:
C1 1.94003 5.54693 0.75372
C2 1.90601 4.26938 1.57411
H1 2.53190 6.33502 1.20575
H2 0.93879 5.95870 0.63767
H3 2.35092 5.34263 -0.24005
C3 2.21007 4.31689 2.94192
C4 2.13577 5.54485 3.76409
H4 2.70926 3.46045 3.38752
H5 1.20813 6.10867 3.58656
H6 2.96244 6.26296 3.63347
H7 2.10941 5.28668 4.82782
Dy1 -1.74385 -0.40901 -0.95779
Cl1 0.63847 -0.12831 -2.17621
Cl2 -4.24910 -0.44905 -1.55650
H8 -2.87978 -4.99470 -4.26535
H9 -2.18236 -3.60448 -6.45606
C5 -3.27214 -4.02619 -3.93879
C6 -2.49635 -2.71095 -5.90307
N1 -2.43390 -2.95894 -4.47015
H10 -3.28193 -3.97979 -2.85019
C7 -1.76472 -2.12090 -3.68144
O1 -1.81720 -2.16499 -2.42048
H11 -1.82782 -1.87126 -6.12510
H12 -1.15640 -1.36308 -4.20087
H13 -4.28495 -3.91211 -4.33891
H14 -3.52677 -2.46531 -6.19874
H15 -1.88953 3.71815 1.71113
H16 -0.32196 2.56893 4.27559
C8 -2.54850 3.06387 2.30851
C9 -1.29689 2.05510 4.22969
N2 -1.78498 1.92980 2.84566
H17 -3.38161 2.68695 1.69686
C10 -1.69471 0.74336 2.20973
O2 -2.35648 0.36868 1.21813
H18 -1.19022 1.05501 4.67088
H19 -0.95056 0.08351 2.65942
H20 -2.90902 3.63279 3.17660
H21 -2.01376 2.65127 4.81108
O3 0.77399 3.43433 1.03428
C11 2.05093 2.86118 0.83420
C12 1.77035 1.10655 2.63675
C13 2.45016 1.56975 1.50022
H22 0.87676 1.65594 2.94968
C14 2.20764 -0.00319 3.36276
H23 2.35897 2.98040 -0.20992
C15 3.41827 0.66531 0.95894
H24 1.67135 -0.29958 4.26392
C16 3.34510 -0.71059 2.95117
C17 3.88765 -0.42285 1.69898
H25 3.80167 0.83073 -0.04934
H26 3.75314 -1.51045 3.57212
H27 4.69377 -1.05717 1.30970
Si1 -1.74022 3.36815 -2.41719
Cl3 -1.18455 2.05414 -0.61697
C18 -3.61884 3.41219 -2.36946
C19 -1.25759 2.24574 -3.85611
C20 -1.07540 5.08994 -2.52913
H28 -4.02358 3.17689 -1.37836
H29 -4.08170 2.71548 -3.08213
H30 -3.97075 4.42110 -2.62514
H31 -1.52083 5.71270 -1.74027
H32 -1.36940 5.51299 -3.50316
H33 0.01972 5.08752 -2.45850
H34 -0.30355 1.72963 -3.67486
H35 -1.17172 2.84644 -4.78217
H36 -2.00129 1.45693 -4.04858
N3 -0.21853 -1.56665 0.35223
S1 -0.28941 -3.10556 0.69500
C21 0.04415 -4.09051 -0.75893
C22 -0.60643 -5.33236 -0.78523
C23 -0.50414 -6.12475 -1.92342
C24 0.22899 -5.67562 -3.02357
C25 0.85492 -4.43453 -2.99598
C26 0.77720 -3.63607 -1.85186
C27 1.08517 -3.52462 1.79430
C28 2.36616 -3.84792 1.34718
C29 3.32629 -4.32188 2.24944
C30 2.99794 -4.48043 3.60295
C31 1.71120 -4.16834 4.04684
C32 0.76302 -3.68243 3.15275
H37 0.72410 -1.17128 0.41768
H38 -1.19880 -5.63051 0.08187
H39 -1.00192 -7.09252 -1.93402
H40 0.30099 -6.30245 -3.91456
H41 1.41317 -4.06978 -3.85886
H42 1.20639 -2.63761 -1.83921
H43 2.61400 -3.70544 0.29488
H44 4.33184 -4.56619 1.89987
H45 3.73502 -4.87918 4.30037
H46 1.43558 -4.30212 5.09753
H47 -0.24264 -3.41297 3.47515

(5)
Below is a molecular structure, C32H47Cl3MnN3O3SSi, with properties calculated with the ωB97M-V functional and the def2-TZVPD basis.

Output
gap between HOMO and LUMO (alpha / beta) = 5.96 / 7.53 eV
HOMO (alpha / beta) = -3.5 / -5.1 eV
2S+1 = 6
charge = -1
<S²> = 8.757
energy above the lowest of the compared OMol25 structures with the same formula, charge and spin = 0.0000 eV

Atoms and positions in Å:
C1 1.03935 2.14758 -3.63872
C2 -0.35080 1.93604 -4.13877
H1 1.66210 1.24677 -3.72958
H2 1.06338 2.47151 -2.59269
H3 1.51667 2.93080 -4.24288
C3 -0.60709 1.59018 -5.41442
C4 0.39522 1.34658 -6.48110
H4 -1.63957 1.51669 -5.74420
H5 1.19042 0.65071 -6.19540
H6 0.87264 2.25927 -6.85243
H7 -0.11748 0.91256 -7.34249
Mn1 -0.47227 2.31997 -0.23186
Cl1 -2.47746 2.21950 0.85357
Cl2 1.04459 3.96506 -0.05642
C5 -2.35358 -0.14158 2.93435
O1 -1.31918 -0.78701 2.67664
N1 -3.58369 -0.67023 2.99184
C6 -3.74161 -2.09886 2.79828
C7 -4.76487 0.17954 2.96537
H8 -2.33415 0.94865 3.11393
H9 -2.93411 -2.62695 3.31144
H10 -3.72659 -2.36970 1.73603
H11 -4.70217 -2.39141 3.21471
H12 -4.58602 1.05891 3.59335
H13 -5.61017 -0.38733 3.34784
H14 -4.99152 0.52514 1.94859
H15 4.33114 -0.38955 -2.61105
H16 2.90134 -3.05605 -2.61351
C8 4.96930 -1.23105 -2.30185
C9 3.66543 -3.30339 -1.85884
N2 4.28379 -2.08892 -1.35000
H17 5.87866 -0.83031 -1.83971
C10 4.18275 -1.73840 -0.04282
O2 3.52196 -2.35535 0.80878
H18 3.21193 -3.85327 -1.02901
H19 4.75419 -0.81483 0.19675
H20 5.22447 -1.82295 -3.18640
H21 4.43505 -3.92319 -2.34613
O3 -1.15956 2.45998 -1.90222
C11 -1.57472 2.26415 -3.20644
C12 -2.64104 0.04880 -3.92494
C13 -2.74149 1.27795 -3.27049
H22 -1.65253 -0.31264 -4.21300
C14 -3.79483 -0.67449 -4.27052
H23 -1.98634 3.19244 -3.66396
C15 -3.96935 1.61213 -2.69325
H24 -3.69766 -1.57568 -4.87378
C16 -5.05082 -0.22467 -3.87566
C17 -5.12472 0.89178 -3.02695
H25 -4.01509 2.47071 -2.00995
H26 -5.95907 -0.74809 -4.20099
H27 -6.09598 1.19274 -2.64643
Si1 -0.77902 -2.52396 -1.53418
Cl3 0.28942 -1.81852 -3.11193
C18 -1.53117 -4.06878 -2.24493
C19 -2.14097 -1.33361 -1.01078
C20 0.44408 -2.37376 -0.11032
H28 -2.44846 -4.35005 -1.72123
H29 -0.82251 -4.90521 -2.18932
H30 -1.77663 -3.89318 -3.30366
H31 1.10436 -1.50797 -0.27375
H32 1.11033 -3.22985 -0.01151
H33 -0.05719 -2.19858 0.85530
H34 -2.93990 -1.33078 -1.76060
H35 -1.77694 -0.30323 -0.91450
H36 -2.57605 -1.63468 -0.04853
N3 0.44295 1.40066 1.45450
S1 1.13450 2.27305 2.63431
C21 0.64580 1.65186 4.27230
C22 0.76579 0.30111 4.58610
C23 0.59844 -0.11278 5.91176
C24 0.29886 0.81788 6.90322
C25 0.14909 2.17103 6.57894
C26 0.30973 2.59374 5.25508
C27 2.84841 1.74650 2.75945
C28 3.75937 2.59997 3.40598
C29 4.99665 2.09161 3.79221
C30 5.33036 0.76717 3.50972
C31 4.43771 -0.05131 2.80494
C32 3.20580 0.46024 2.39419
H37 -0.03985 0.59180 1.88529
H38 1.01136 -0.41507 3.80923
H39 0.71124 -1.16856 6.15181
H40 0.17520 0.49174 7.93757
H41 -0.09050 2.90011 7.34818
H42 0.20630 3.64181 4.96763
H43 3.45538 3.62402 3.61353
H44 5.69689 2.73611 4.32335
H45 6.29174 0.36531 3.82445
H46 4.68891 -1.07934 2.56358
H47 2.50168 -0.14674 1.82003